{
  "formula": "C25H19ClN2O2",
  "method": "ωB97M-V/def2-TZVPD",
  "homo_ev": -8.28,
  "max_force_ev_per_a": 3.42,
  "smiles": "Cc1ccc2nc(C)cc(OC(=O)c3ccccc3/N=C/c3ccc(Cl)cc3)c2c1",
  "gap_ev": 8.06,
  "de_lowest_kj_mol": 0.0,
  "e_lumo_ev": -0.225,
  "elements": ["C", "C", "C", "C", "C", "N", "C", "C", "C", "C", "O", "C", "O", "C", "C", "C", "C", "C", "C", "N", "C", "C", "C", "C", "C", "Cl", "C", "C", "C", "C", "H", "H", "H", "H", "H", "H", "H", "H", "H", "H", "H", "H", "H", "H", "H", "H", "H", "H", "H"],
  "xyz": [[0.104, -5.152, 0.665], [-0.713, -3.981, 1.110], [-1.948, -4.165, 1.734], [-2.756, -3.092, 2.086], [-2.334, -1.796, 1.790], [-3.176, -0.807, 2.089], [-2.864, 0.467, 1.845], [-3.853, 1.562, 2.159], [-1.581, 0.795, 1.352], [-0.694, -0.214, 1.065], [0.518, 0.105, 0.564], [1.502, 0.409, 1.454], [1.449, 0.120, 2.650], [2.796, 0.930, 0.966], [3.969, 0.661, 1.748], [5.199, 1.048, 1.203], [5.314, 1.731, 0.017], [4.165, 2.016, -0.713], [2.913, 1.649, -0.231], [1.801, 2.099, -0.934], [1.454, 1.386, -1.960], [0.212, 1.699, -2.668], [-0.496, 0.705, -3.396], [-1.747, 0.966, -3.948], [-2.301, 2.270, -3.835], [-3.793, 2.748, -4.576], [-1.613, 3.260, -3.146], [-0.415, 2.970, -2.530], [-1.057, -1.579, 1.216], [-0.258, -2.677, 0.886], [1.183, -4.930, 0.665], [-0.089, -6.025, 1.268], [-0.258, -5.357, -0.358], [-2.316, -5.161, 1.931], [-3.685, -3.256, 2.543], [-3.342, 2.460, 2.446], [-4.573, 1.256, 2.899], [-4.420, 1.813, 1.266], [-1.305, 1.820, 1.116], [3.914, 0.109, 2.663], [6.101, 0.730, 1.728], [6.313, 1.945, -0.379], [4.257, 2.541, -1.678], [2.034, 0.545, -2.263], [-0.094, -0.296, -3.516], [-2.289, 0.183, -4.463], [-2.016, 4.249, -3.080], [0.086, 3.691, -1.909], [0.702, -2.449, 0.456]],
  "atomic_forces_ev_per_a": [[-0.04, 0.32, -0.72], [1.09, 1.40, -0.04], [-1.10, 0.79, 0.39], [1.85, -1.35, -0.98], [0.44, 0.17, -0.13], [-1.19, 2.42, 0.22], [0.17, -1.34, 0.49], [0.08, -0.61, -0.65], [0.30, -0.30, -0.54], [-1.75, -0.22, 0.63], [1.86, 0.77, -0.54], [0.84, -1.18, 3.10], [-0.99, 0.46, -1.95], [0.72, 0.16, -0.12], [-0.48, 0.72, -2.31], [-0.01, -0.81, 1.55], [-0.14, -0.20, -0.82], [0.86, 0.47, -0.31], [0.89, 0.14, 0.17], [-1.17, -1.39, -1.66], [-0.30, 2.01, 1.67], [-1.72, 0.24, -0.64], [0.30, 0.72, 0.36], [-0.47, 1.20, 0.08], [0.92, -0.81, -0.03], [-0.03, -0.43, -0.06], [0.15, -0.44, 0.09], [0.93, -1.33, -0.04], [-0.34, 0.41, 0.39], [-0.37, -0.83, 0.20], [-0.46, -0.13, -0.13], [-0.01, -0.31, 0.22], [0.55, -0.27, 0.23], [0.10, -0.22, 0.03], [-1.14, -0.02, 0.54], [0.25, 0.43, 0.35], [-0.08, -0.16, 0.38], [-0.09, -0.01, -0.27], [0.02, -0.11, 0.23], [-0.18, -0.16, 0.25], [-0.18, 0.29, -0.03], [-0.49, 0.09, 0.11], [-0.25, -0.23, 0.61], [0.37, -0.86, -0.27], [0.11, 0.10, 0.09], [0.00, 0.11, -0.02], [-0.26, 0.32, 0.05], [0.10, 0.32, 0.00], [0.33, -0.33, -0.15]]
}



{
  "formula": "C6H9IO2P2",
  "method": "ωB97M-V/def2-TZVPD",
  "homo_ev": [-7.04, -7.37],
  "max_force_ev_per_a": 4.05,
  "smiles": "CC(I)=P1=POC([C@@H](C)O)=C1",
  "gap_ev": [6.41, 6.62],
  "e_lumo_ev": [-0.626, -0.745],
  "elements": ["C", "C", "I", "P", "P", "O", "C", "C", "C", "O", "C", "H", "H", "H", "H", "H", "H", "H", "H", "H"],
  "xyz": [[3.641, -1.967, -1.077], [3.176, -0.589, -0.907], [4.597, 0.954, -0.574], [1.580, -0.304, 0.086], [0.135, -1.804, -0.030], [-1.134, -0.722, 0.126], [-0.927, 0.555, 0.396], [-2.186, 1.388, 0.603], [-3.344, 0.643, -0.076], [-2.591, 1.495, 1.954], [0.340, 0.999, 0.362], [3.945, -2.391, -0.157], [2.965, -2.579, -1.549], [4.595, -1.901, -1.477], [-1.970, 2.305, 0.125], [-4.292, 1.123, 0.025], [-3.368, -0.415, 0.338], [-3.190, 0.571, -1.078], [-2.487, 0.572, 2.234], [0.515, 2.067, 0.671]],
  "atomic_forces_ev_per_a": [[0.59, 1.42, 2.05], [-2.75, 2.73, 1.18], [-0.17, -0.41, -0.02], [0.73, -0.79, -0.92], [0.33, -0.20, -0.08], [-0.47, -0.79, 0.33], [0.34, -0.03, -0.40], [-1.06, -2.12, -0.42], [0.41, -1.09, 2.15], [1.12, -0.03, 0.35], [1.51, 1.74, 0.41], [-0.19, -0.89, 1.49], [-1.51, -1.45, -1.40], [1.61, 0.00, -1.86], [-0.17, 1.45, 0.09], [-0.50, 0.48, 0.62], [-0.28, 1.38, -0.47], [0.60, -0.46, -3.11], [-0.34, 0.39, 0.61], [0.20, -1.35, -0.60]]
}



{
  "formula": "C12H26ORuS5",
  "method": "ωB97M-V/def2-TZVPD",
  "homo_ev": [-23.21, -23.21],
  "max_force_ev_per_a": 0.11,
  "total_charge": 4,
  "gap_ev": [6.96, 6.96],
  "de_lowest_kj_mol": 0.0,
  "e_lumo_ev": [-16.253, -16.252],
  "elements": ["Ru", "C", "C", "S", "C", "C", "S", "C", "C", "S", "C", "C", "S", "H", "H", "H", "H", "H", "H", "H", "H", "H", "H", "H", "H", "H", "H", "H", "H", "C", "C", "S", "O", "C", "C", "H", "H", "H", "H", "H", "H", "H", "H", "H", "H"],
  "xyz": [[-0.392, -0.093, 0.545], [2.499, 1.579, -0.014], [1.428, 2.090, -0.969], [-0.072, 2.153, 0.056], [-1.578, 2.501, -0.908], [-2.714, 2.325, 0.102], [-2.510, 0.665, 0.879], [-2.870, 0.759, 2.683], [-1.832, -0.108, 3.397], [-0.241, 0.527, 2.779], [1.173, -0.480, 3.327], [2.347, 0.069, 2.523], [1.981, -0.034, 0.718], [2.695, 2.280, 0.797], [3.430, 1.384, -0.550], [1.276, 1.461, -1.846], [1.661, 3.110, -1.288], [-1.659, 1.841, -1.772], [-1.537, 3.540, -1.250], [-3.692, 2.334, -0.385], [-2.694, 3.071, 0.898], [-3.885, 0.383, 2.831], [-2.821, 1.808, 2.981], [-1.940, -1.174, 3.193], [-1.876, 0.061, 4.477], [0.979, -1.541, 3.168], [1.323, -0.294, 4.395], [3.243, -0.534, 2.688], [2.568, 1.106, 2.776], [1.358, -5.363, -1.080], [0.527, -4.285, -0.377], [0.916, -2.691, -1.132], [-0.166, -1.680, -0.406], [0.259, -2.806, -2.814], [-1.116, -3.426, -2.967], [1.150, -6.302, -0.566], [2.429, -5.175, -1.010], [1.072, -5.495, -2.122], [0.813, -4.169, 0.670], [-0.549, -4.438, -0.460], [1.052, -3.388, -3.303], [0.346, -1.789, -3.202], [-1.124, -4.481, -2.701], [-1.383, -3.362, -4.022], [-1.879, -2.896, -2.397]],
  "atomic_forces_ev_per_a": [[0.07, 0.02, 0.05], [0.03, -0.03, 0.02], [-0.03, 0.02, -0.02], [-0.06, -0.02, -0.01], [-0.02, 0.01, 0.02], [0.04, -0.01, 0.00], [-0.10, 0.01, -0.05], [0.01, 0.00, 0.03], [0.02, 0.02, 0.00], [0.01, -0.05, 0.02], [-0.02, 0.02, 0.00], [-0.01, 0.00, 0.02], [0.03, 0.00, 0.00], [0.00, 0.00, 0.00], [0.01, 0.00, 0.01], [0.00, 0.00, 0.00], [0.00, 0.00, -0.01], [0.01, -0.01, 0.01], [0.00, 0.00, 0.00], [0.00, 0.01, 0.00], [0.01, 0.00, 0.00], [0.00, 0.00, 0.00], [0.00, 0.00, 0.00], [-0.01, 0.00, 0.00], [-0.01, 0.00, 0.00], [0.01, 0.00, 0.00], [0.01, 0.00, 0.00], [0.00, 0.00, 0.00], [0.00, 0.00, -0.01], [-0.02, 0.00, 0.00], [0.00, 0.04, 0.01], [-0.03, -0.08, 0.02], [-0.01, 0.09, -0.06], [0.05, -0.03, -0.03], [0.01, 0.00, 0.02], [0.02, 0.00, 0.01], [0.00, 0.00, 0.00], [0.00, 0.00, 0.00], [0.01, -0.03, 0.00], [0.00, 0.01, -0.02], [0.00, 0.01, -0.01], [-0.02, 0.01, 0.01], [-0.02, 0.01, 0.00], [0.00, 0.00, 0.00], [0.00, 0.00, 0.00]]
}



{
  "formula": "C16H15FOS2",
  "method": "ωB97M-V/def2-TZVPD",
  "homo_ev": -7.98,
  "max_force_ev_per_a": 5.04,
  "smiles": "O=C1C(=C2SCCCS2)CC/C1=C\\c1ccc(F)cc1",
  "gap_ev": 7.44,
  "de_lowest_kj_mol": 205.7,
  "e_lumo_ev": -0.544,
  "elements": ["O", "C", "C", "C", "S", "C", "C", "C", "S", "C", "C", "C", "C", "C", "C", "C", "C", "F", "C", "C", "H", "H", "H", "H", "H", "H", "H", "H", "H", "H", "H", "H", "H", "H", "H"],
  "xyz": [[1.777, -1.111, -0.499], [0.850, -0.375, -0.120], [0.706, 1.056, -0.358], [1.766, 2.039, -0.430], [1.608, 3.812, -0.562], [2.656, 4.340, -1.990], [3.890, 3.433, -2.198], [4.542, 2.809, -1.052], [3.444, 1.458, -0.508], [-0.691, 1.471, -0.075], [-1.142, 0.336, 0.875], [-0.383, -0.836, 0.555], [-0.617, -2.172, 0.499], [-1.929, -2.807, 0.923], [-1.875, -3.980, 1.705], [-3.002, -4.676, 2.141], [-4.246, -4.283, 1.654], [-5.411, -4.848, 1.968], [-4.365, -3.033, 1.044], [-3.242, -2.353, 0.592], [1.993, 4.229, -2.866], [2.909, 5.378, -1.919], [4.654, 3.997, -2.837], [3.446, 2.600, -2.803], [5.451, 2.336, -1.364], [4.731, 3.409, -0.149], [-0.700, 2.518, 0.286], [-1.391, 1.367, -0.930], [-2.229, 0.187, 0.887], [-0.959, 0.662, 1.949], [0.078, -2.967, 0.161], [-0.874, -4.213, 2.007], [-2.798, -5.612, 2.657], [-5.368, -2.669, 0.756], [-3.277, -1.502, -0.001]],
  "atomic_forces_ev_per_a": [[-1.19, 1.27, 0.76], [2.39, -1.42, -0.96], [3.08, 3.99, 0.02], [-0.58, -2.29, -1.33], [-0.56, 0.13, 0.54], [-0.25, -1.72, -0.42], [-0.64, 1.26, -3.10], [-1.08, -0.11, 2.23], [-0.17, -1.43, 0.44], [-0.70, -0.16, -0.19], [-2.40, 2.13, 2.91], [1.55, -3.00, -1.71], [-2.02, 0.04, 0.73], [-0.94, -0.49, 0.39], [-0.12, 1.56, -0.50], [0.35, -0.92, -0.92], [0.62, 2.11, 0.86], [-0.05, -0.97, 0.27], [-0.27, -0.04, -1.38], [1.81, -1.52, 1.34], [0.45, 0.17, 0.28], [-0.02, 0.57, 0.71], [-1.08, -0.67, 0.67], [0.98, 0.57, 0.13], [0.43, -0.51, 0.05], [0.09, 0.31, -0.61], [-0.53, -0.80, 0.10], [0.66, 0.40, -0.05], [0.24, 0.07, -0.25], [0.17, -0.41, -1.01], [0.11, 1.31, 0.11], [0.24, -0.81, 0.36], [-0.56, 0.19, 0.16], [0.62, -0.31, 0.30], [-0.61, 1.49, -0.93]]
}



no.,E (eV)
1,-45831.084
2,-37137.113
3,-71626.884
4,-43268.339